# C5H8O

C5H8O as an isolated structure (wB97M-V/def2-TZVPD, the OMol25 dataset).

As for the total energy: -7360.098 eV. As for the charge: 0. Its LUMO energy is 1.05 eV. For the HOMO energy, the calculation gives -9.481 eV. The calculation puts the relative energy (zero: lowest compared OMol25 entry of this formula, charge and spin) at 49.7 kcal/mol. The multiplicity is 1.

Element x y z (Å)
C  0.3139  -0.9914  0.9423
C  0.0520  1.0902  0.2780
C  0.8546  0.3987  -0.8798
C  -0.2177  -0.7432  -0.5122
C  -1.1906  0.3793  -0.1817
H  1.3379  -1.4276  0.8035
H  -0.3483  -1.7603  1.5057
H  0.2128  2.1773  0.5559
H  0.6186  0.8760  -1.7996
H  1.9426  0.1978  -0.6975
H  -0.3722  -1.6196  -1.1386
H  -1.6667  0.8886  -1.0491
H  -1.9499  0.2329  0.6672
O  0.4131  0.3013  1.5058

Forces on atoms 1 to 6 (eV/Å):
0.188 -2.777 -0.556
1.973 1.125 1.453
-0.614 -0.734 1.828
1.652 0.565 0.952
-2.327 0.868 0.336
-0.737 0.075 0.594